# 1
This record from the OMol25 dataset describes a cluster of 9 separate species, C6H30NO9 in total. The level of theory is ωB97M-V with the def2-TZVPD basis set.

Last column: Mulliken charge in e.
CARTESIAN COORDINATES (ANGSTROEM)
C1 -1.0017 1.5525 0.2373  0.28
O1 -0.5830 2.1789 1.4555  -0.64
C2 0.0797 1.7684 -0.8481  0.26
C3 -0.0670 0.8147 -2.0458  -1.23
C4 -1.5221 0.3972 -2.3939  1.29
C5 -2.4521 1.5574 -2.6936  -1.57
C6 -1.3919 -0.4375 -3.6980  -1.78
N1 1.4328 1.6519 -0.3340  -0.24
H1 -1.9332 2.1178 0.1428  0.25
H2 -1.2535 0.5076 0.3872  -0.34
H3 -0.1220 2.7870 -1.1965  0.39
H4 0.4890 -0.1270 -2.0598  0.26
H5 0.3963 1.2806 -2.9281  0.45
H6 -1.8574 -0.3127 -1.6426  0.12
H7 -2.3402 1.8372 -3.7402  0.36
H8 -2.3420 2.4177 -2.0499  0.42
H9 -3.5017 1.2380 -2.7275  0.35
H10 -0.7395 -1.3055 -3.6971  0.41
H11 -2.4018 -0.6606 -4.0515  0.40
H12 -0.9143 0.2057 -4.4508  0.40
H13 1.8260 2.4943 0.0433  0.30
H14 1.5081 0.8055 0.2065  -0.26
H15 1.4218 -1.0397 0.6118  0.21
H16 0.3695 -1.0457 1.9586  0.38
O2 0.4959 -1.1553 0.8281  -0.67
H17 3.8517 0.5065 -0.9925  0.32
H18 4.3142 0.8395 0.3948  0.35
O3 4.5949 0.3617 -0.3948  -0.66
H19 3.7594 0.7970 2.5230  0.27
H20 2.1963 0.9346 2.3759  0.18
O4 3.0317 0.8566 1.9017  -0.56
H21 0.1946 1.7540 1.8079  0.33
H22 0.8674 -0.9963 3.8219  0.14
O5 0.7077 -0.3902 3.0967  -0.85
H23 -1.1067 -4.2767 0.2809  0.34
H24 0.0545 -3.4676 -0.1271  0.29
O6 -0.3776 -4.3068 -0.3482  -0.67
H25 -2.2382 0.6577 2.8574  0.34
H26 -0.8646 0.0280 3.2230  0.37
O7 -1.7856 0.2272 3.5898  -0.75
H27 -2.4472 -1.3508 1.8074  0.34
H28 -1.3037 -1.0583 0.6513  0.11
O8 -2.2310 -1.2442 0.8819  -0.68
H29 1.2059 -3.5055 2.0138  0.38
H30 2.0160 -2.4745 2.7229  0.31
O9 1.9647 -3.4204 2.5983  -0.67

Calculated values
Net charge = -1

=====

# 2
This record from the OMol25 dataset describes a cluster of 2 separate species, H4SSi2 in total. The level of theory is ωB97M-V with the def2-TZVPD basis set.

Last column: Mulliken charge in e.
CARTESIAN COORDINATES (ANGSTROEM)
Si1 -2.0080 -0.8939 -0.3312  0.11
Si2 2.7297 0.7220 -0.2449  0.39
S1 3.5996 -1.0351 0.0298  -0.30
H1 -1.4195 -1.6848 0.7773  -0.04
H2 -3.4337 -1.2258 -0.0748  -0.06
H3 2.7425 1.5264 -1.4584  -0.05
H4 1.9716 1.4229 0.7757  -0.05

Calculated values
Net charge = 0

=====

The records above give, respectively, ΔE to the lowest compared entry with this formula, charge and spin values of 60.29; 64.86 kcal per mole.
The records above give, respectively, strongest force on any atom values of 2.13; 1.64 eV/Å.
The records above give, respectively, HOMO-LUMO gap values of 0.339; 0.282 hartree.